Density functional theory data (wB97M-V/def2-TZVPD) for a molecular structure, C20H33Cl2IrSSbSi.

Highest occupied orbital energy (spin up / spin down) = -13.87 / -15.32 eV
Orbital gap (spin up / spin down) = 8.28 / 5.75 eV
E_LUMO (spin up / spin down) = -5.6 / -9.6 eV
2S+1 = 6
Net charge = +2

Atoms and positions in Å:
Ir1 -0.15594 0.10243 0.75902
Cl1 -1.50804 -1.48014 -0.67662
C1 -2.53515 -0.32927 -1.52189
C2 -3.70111 -0.80255 -2.03840
C3 -4.50515 0.07095 -2.79735
C4 -4.11797 1.37346 -3.03801
C5 -2.92526 1.84730 -2.51245
Cl2 -2.46938 3.45615 -2.80424
C6 -2.08400 1.00879 -1.70702
S1 -0.65308 1.63814 -1.06469
H1 -3.99784 -1.83128 -1.88971
H2 -5.43548 -0.29730 -3.20858
H3 -4.73424 2.03595 -3.62913
C7 -3.07499 -0.06004 5.77408
Si1 -2.11279 1.42326 5.20429
C8 -0.61456 1.78094 6.24504
C9 -3.14987 2.92314 4.86393
C10 -1.40846 0.89043 3.51158
C11 -0.93560 0.54749 2.39300
H4 -3.50534 0.17041 6.75274
H5 -2.45283 -0.94745 5.89156
H6 -3.90095 -0.30170 5.10437
H7 -0.95433 2.10256 7.23318
H8 -0.00008 2.58245 5.83425
H9 0.00663 0.89498 6.38403
H10 -3.57372 3.27425 5.80851
H11 -3.98253 2.69691 4.19642
H12 -2.57684 3.74624 4.43694
C12 4.96492 -1.90778 0.39681
C13 3.83218 -1.10891 -0.24339
C14 3.13213 -1.88333 -1.35358
Sb1 2.45031 -0.47431 1.28071
C15 2.53899 -1.89567 2.87906
C16 1.89494 -3.21221 2.46266
C17 1.94524 -1.32724 4.16026
C18 3.14239 1.39333 2.06899
C19 4.60637 1.26794 2.48827
C20 2.92469 2.53170 1.07955
H13 5.70844 -2.13678 -0.36930
H14 4.60907 -2.86004 0.79421
H15 5.47716 -1.36764 1.19437
H16 4.21597 -0.16348 -0.63582
H17 2.70132 -2.81551 -0.98219
H18 3.85856 -2.14665 -2.12424
H19 2.34030 -1.30339 -1.83105
H20 3.61807 -2.02957 3.00199
H21 0.81758 -3.09336 2.32265
H22 2.04234 -3.95652 3.24704
H23 2.31570 -3.61899 1.54121
H24 0.87822 -1.12089 4.04865
H25 2.44255 -0.41203 4.48546
H26 2.05612 -2.06103 4.96110
H27 2.51633 1.54732 2.95187
H28 5.25560 1.11075 1.62448
H29 4.77701 0.45758 3.19980
H30 4.92699 2.19496 2.96764
H31 3.49258 2.38115 0.15865
H32 3.26654 3.47010 1.51953
H33 1.87172 2.66084 0.81530

These are the natural (NBO) partial charges, in e, on atoms 1 to 2: Ir 0.75; Cl 0.13

=====

Density functional theory data (wB97M-V/def2-TZVPD) for a single C20H33N3O3S molecule at a distorted geometry.

Highest occupied orbital energy = -8.45 eV
Orbital gap = 9.09 eV
SMILES string = CCCS(=O)(=O)N1CCC[C@@H](C(=O)NCCCN(C)Cc2ccccc2)C1
E_LUMO = 0.6 eV

Atoms and positions in Å:
C1 -4.35191 -1.57037 -2.71916
C2 -4.69802 -1.64799 -1.23771
C3 -3.45682 -1.51757 -0.37459
S1 -2.77120 0.16273 -0.50754
O1 -1.84482 0.21899 -1.60686
O2 -3.85787 1.10236 -0.51347
N1 -1.88403 0.24667 0.92122
C4 -2.56989 0.85344 2.04660
C5 -2.57334 2.38362 1.98947
C6 -1.16375 2.92939 1.76614
C7 -0.57200 2.27626 0.52028
C8 0.84151 2.73650 0.19296
O3 1.58727 3.26675 0.98841
N2 1.17904 2.46119 -1.08678
C9 2.52495 2.57853 -1.59527
C10 3.17229 1.20678 -1.79491
C11 3.44491 0.52396 -0.44383
N3 3.85601 -0.86561 -0.49354
C12 5.01941 -1.10173 -1.31820
C13 2.77478 -1.79675 -0.75105
C14 1.85037 -1.94342 0.43162
C15 0.55324 -2.40869 0.25325
C16 -0.28345 -2.59313 1.33973
C17 0.16094 -2.29785 2.61669
C18 1.45087 -1.82982 2.80237
C19 2.29318 -1.66314 1.71773
C20 -0.54428 0.75812 0.74341
H1 -3.82840 -0.64096 -2.92524
H2 -3.70870 -2.39946 -3.00665
H3 -5.25474 -1.60697 -3.32343
H4 -5.37479 -0.83129 -0.98016
H5 -5.19982 -2.59427 -1.01843
H6 -2.65879 -2.18251 -0.68927
H7 -3.67087 -1.65560 0.68105
H8 -3.59462 0.47852 2.04287
H9 -2.06527 0.50481 2.95376
H10 -3.21672 2.69102 1.16349
H11 -2.99109 2.77514 2.91823
H12 -1.19355 4.01299 1.64328
H13 -0.52233 2.70822 2.62174
H14 -1.22380 2.47214 -0.33853
H15 0.51588 1.95789 -1.65804
H16 2.50180 3.12315 -2.54493
H17 3.08752 3.16124 -0.86243
H18 2.50555 0.58639 -2.39944
H19 4.10652 1.33545 -2.34323
H20 4.23097 1.08145 0.07553
H21 2.54342 0.57504 0.17073
H22 4.81633 -1.04912 -2.39820
H23 5.78015 -0.36304 -1.07095
H24 5.41667 -2.09219 -1.09306
H25 3.22641 -2.77685 -0.94394
H26 2.18386 -1.53544 -1.64665
H27 0.19953 -2.63197 -0.74415
H28 -1.28406 -2.97172 1.19360
H29 -0.49452 -2.43726 3.46395
H30 1.80533 -1.60067 3.79688
H31 3.30381 -1.31154 1.85398
H32 -0.12003 0.23594 -0.11336
H33 0.04095 0.51228 1.63406

These are the natural (NBO) partial charges, in e, on atoms 1 to 2: C -0.61; C -0.42

=====

Density functional theory data (wB97M-V/def2-TZVPD) for a single C20H33N3O3S molecule at a distorted geometry.

Highest occupied orbital energy = -8.46 eV
Orbital gap = 9.20 eV
SMILES string = CCCN1C[C@@H](NS(=O)(=O)N(CC)CC)C[C@@H]2Cc3c(O)cccc3C[C@H]21
E_LUMO = 0.7 eV

Atoms and positions in Å:
C1 -2.77846 -3.80857 0.69674
C2 -1.29530 -3.86395 0.34788
C3 -0.84050 -2.84477 -0.71768
N1 -0.52921 -1.49333 -0.28985
C4 0.56243 -1.44773 0.66097
C5 1.20153 -0.05762 0.64511
N2 1.76945 0.17351 -0.66594
S1 2.81613 1.44213 -0.84905
O1 2.39294 2.61639 -0.14310
O2 3.04038 1.55392 -2.25919
N3 4.11141 0.80772 -0.04008
C6 4.88951 1.67440 0.81664
C7 5.16230 1.02911 2.17319
C8 4.76556 -0.28057 -0.73245
C9 5.75155 0.15867 -1.81246
C10 0.14162 0.96370 1.05624
C11 -1.10070 0.84214 0.17604
C12 -2.19977 1.75191 0.71859
C13 -3.50669 1.57429 0.00727
C14 -4.49324 2.55733 0.14323
O3 -4.20777 3.63993 0.92329
C15 -5.71471 2.42370 -0.49790
C16 -5.96498 1.30414 -1.27262
C17 -5.00108 0.32544 -1.40074
C18 -3.76941 0.45282 -0.76394
C19 -2.74362 -0.63178 -0.94584
C20 -1.62116 -0.60331 0.09386
H1 -3.02543 -4.60724 1.39396
H2 -3.04710 -2.86354 1.16016
H3 -3.38603 -3.94278 -0.19623
H4 -0.70239 -3.72882 1.25378
H5 -1.07263 -4.86139 -0.03869
H6 0.08328 -3.22479 -1.16811
H7 -1.58525 -2.79957 -1.51228
H8 1.30678 -2.19013 0.36725
H9 0.23595 -1.66503 1.69360
H10 2.04895 -0.02068 1.33715
H11 1.08594 0.10662 -1.40411
H12 4.28721 2.57336 0.94991
H13 5.83543 1.95819 0.34028
H14 5.67947 1.73649 2.81579
H15 5.78226 0.14258 2.06557
H16 4.22671 0.74422 2.64681
H17 3.95732 -0.85571 -1.18714
H18 5.26654 -0.90736 0.01149
H19 6.13211 -0.71447 -2.33611
H20 5.24040 0.80490 -2.52016
H21 6.59371 0.69512 -1.38199
H22 0.55593 1.96871 0.97873
H23 -0.12747 0.77807 2.09935
H24 -0.84436 1.16401 -0.83858
H25 -1.89035 2.79608 0.64233
H26 -2.35353 1.54754 1.78393
H27 -4.95564 4.24888 0.91136
H28 -6.46671 3.19430 -0.38894
H29 -6.91681 1.19981 -1.77126
H30 -5.19896 -0.55005 -2.00179
H31 -3.26336 -1.58982 -0.92400
H32 -2.29045 -0.52236 -1.93658
H33 -2.02975 -0.87474 1.08631

These are the natural (NBO) partial charges, in e, on atoms 1 to 2: C -0.61; C -0.42

=====

Density functional theory data (wB97M-V/def2-TZVPD) for a single C20H33N5O2 molecule at a distorted geometry.

Highest occupied orbital energy = -8.21 eV
Orbital gap = 8.92 eV
SMILES string = CCCCCn1c(CN2CCCC[C@@H]2CC)nc2c1c(=O)n(C)c(=O)n2C
E_LUMO = 0.7 eV

Atoms and positions in Å:
C1 -0.66963 0.01591 -4.73399
C2 -0.96113 -0.66785 -3.40324
C3 -1.15818 0.31723 -2.25062
C4 0.13799 1.01027 -1.83677
C5 -0.10016 2.08093 -0.76982
N1 -0.62464 1.52495 0.45151
C6 0.02857 0.85097 1.42255
C7 1.49524 0.58397 1.42413
N2 1.83443 -0.44797 0.45949
C8 1.32429 -1.75065 0.84301
C9 1.39301 -2.70036 -0.34516
C10 2.83729 -2.82787 -0.80928
C11 3.39849 -1.44569 -1.13383
C12 3.21105 -0.40767 -0.01573
C13 4.33781 -0.41939 1.04903
C14 4.73806 -1.74323 1.69058
N3 -0.77628 0.45479 2.39730
C15 -2.00330 0.88590 2.03991
C16 -1.94946 1.55786 0.82763
C17 -3.10316 2.15160 0.22624
O1 -3.14790 2.78213 -0.81558
N4 -4.24528 1.93007 1.00123
C18 -5.50287 2.47244 0.51438
C19 -4.33276 1.25303 2.21079
O2 -5.38910 1.13235 2.79209
N5 -3.16761 0.72727 2.72249
C20 -3.20904 0.02365 3.98602
H1 -1.45504 0.72934 -4.97250
H2 -0.62067 -0.72035 -5.53320
H3 0.27934 0.54534 -4.70645
H4 -0.14407 -1.35203 -3.16051
H5 -1.86977 -1.26480 -3.50899
H6 -1.89796 1.06773 -2.53709
H7 -1.55632 -0.22760 -1.39051
H8 0.83949 0.27290 -1.44282
H9 0.58862 1.50269 -2.69874
H10 0.83905 2.59515 -0.54497
H11 -0.83371 2.80597 -1.12968
H12 1.76797 0.30924 2.45554
H13 2.02577 1.50073 1.14870
H14 1.86657 -2.17889 1.70017
H15 0.28462 -1.61567 1.15204
H16 0.77863 -2.30113 -1.15404
H17 0.99328 -3.67484 -0.06053
H18 3.42133 -3.31181 -0.02797
H19 2.89369 -3.45450 -1.70223
H20 2.88188 -1.07566 -2.02280
H21 4.46081 -1.51510 -1.37369
H22 3.30655 0.58174 -0.49293
H23 5.22544 -0.00540 0.56228
H24 4.05652 0.27931 1.84035
H25 3.90648 -2.21407 2.20643
H26 5.52184 -1.55739 2.42395
H27 5.13471 -2.43387 0.95161
H28 -6.22067 1.66580 0.36831
H29 -5.29975 2.97746 -0.42698
H30 -5.91044 3.17282 1.24283
H31 -3.84524 -0.85797 3.90006
H32 -3.62369 0.67397 4.75657
H33 -2.19099 -0.26376 4.23341

These are the natural (NBO) partial charges, in e, on atoms 1 to 2: C -0.61; C -0.39

=====

no.,electronic energy (Ha)
1,-2733.78451
2,-1570.08791
3,-1570.08653
4,-1206.23738